{
  "formula": "C7H12",
  "method": "ωB97M-V/def2-TZVPD",
  "species": ["C", "C", "C", "C", "C", "C", "C", "H", "H", "H", "H", "H", "H", "H", "H", "H", "H", "H", "H"],
  "coordinates": [[1.6149, 0.9358, 1.1012], [0.5550, 1.3501, 0.1087], [0.1049, 0.4937, -1.0476], [0.3592, -1.0246, -1.0475], [-0.9111, -1.5427, -0.3565], [-1.1603, -0.5483, 0.7870], [-0.8450, 0.7912, 0.0964], [2.6142, 1.1604, 0.7120], [1.4891, 1.4793, 2.0444], [1.5842, -0.1335, 1.3305], [0.5980, 2.4138, -0.1335], [-0.0309, 0.9716, -2.0162], [0.3914, -1.4461, -2.0483], [1.3333, -1.2578, -0.5788], [-1.8135, -1.3639, -1.1491], [-1.4467, -2.4660, -0.5592], [-0.5617, -0.6633, 1.7095], [-2.2015, -0.6338, 1.0856], [-1.6738, 1.4838, -0.0387]],
  "energy_ev": -7451.330,
  "gap_ev": 10.71,
  "total_charge": 0
}